Density functional theory data (ωB97M-V/def2-TZVPD) for C30H50P2RhTe as an isolated structure.

XYZ file:
```
84
Properties=species:S:1:pos:R:3:lowdin_charge:R:1
Rh 0.36 0.17 0.33 0.439
C 1.74 -0.66 -1.38 -0.295
C 0.85 -0.29 -2.42 -0.197
C 1.18 1.58 -1.11 -0.359
C 2.11 0.54 -0.66 -0.411
C 0.48 1.05 -2.24 -0.224
C 2.54 -1.90 -1.37 -0.045
H 1.89 -2.75 -1.56 0.071
H 3.04 -2.03 -0.42 0.053
H 3.30 -1.87 -2.16 0.107
C 3.41 0.80 0.00 -0.040
H 3.96 -0.14 0.18 0.078
H 3.26 1.33 0.96 0.017
H 4.06 1.44 -0.62 0.110
C 1.33 3.01 -0.80 -0.052
H 1.89 3.52 -1.59 0.109
H 1.83 3.17 0.15 0.031
H 0.34 3.47 -0.75 0.063
C -0.33 1.87 -3.15 -0.029
H 0.23 2.21 -4.03 0.107
H -0.70 2.76 -2.64 0.060
H -1.19 1.28 -3.50 0.077
C 0.51 -1.17 -3.57 -0.007
H 1.29 -1.22 -4.35 0.108
H -0.41 -0.84 -4.07 0.066
H 0.34 -2.20 -3.21 0.074
C -2.63 -2.59 -0.36 -0.118
C -1.78 -3.05 -1.29 -0.119
C -2.28 -3.80 -2.49 -0.176
C -3.03 -2.99 -3.59 -0.183
C -3.20 -1.52 -3.34 -0.109
C -4.10 -1.09 -2.41 -0.102
C -4.89 -2.08 -1.60 -0.188
C -4.12 -2.83 -0.48 -0.183
H -2.98 -4.61 -2.18 0.112
H -3.99 -3.50 -3.79 0.115
H -1.42 -4.28 -2.98 0.104
H -4.31 -3.91 -0.65 0.112
H -2.28 -2.06 0.54 0.072
H -0.70 -2.95 -1.17 0.079
H -4.60 -2.57 0.48 0.102
H -5.70 -1.52 -1.09 0.105
H -4.29 -0.04 -2.21 0.089
H -5.39 -2.83 -2.24 0.114
H -2.42 -3.09 -4.51 0.107
H -2.61 -0.85 -3.95 0.080
P 0.79 -1.55 1.86 0.669
C 2.52 -1.36 2.44 -0.277
H 2.69 -2.00 3.31 0.058
H 2.78 -0.34 2.73 -0.020
H 3.22 -1.67 1.65 0.035
C -0.16 -1.52 3.42 -0.301
H 0.32 -2.14 4.18 0.055
H -1.17 -1.92 3.24 0.043
H -0.27 -0.51 3.83 -0.033
C 0.84 -3.35 1.53 -0.244
H -0.17 -3.77 1.41 0.042
H 1.32 -3.88 2.36 0.056
H 1.41 -3.56 0.62 0.030
P -1.93 1.52 0.72 0.802
C -2.62 2.55 -0.65 -0.264
H -3.65 2.86 -0.47 0.058
H -2.58 1.99 -1.60 0.017
H -2.01 3.45 -0.77 0.038
C -3.35 0.77 1.62 -0.259
H -4.07 0.30 0.94 0.037
H -3.89 1.52 2.21 0.050
H -2.97 0.01 2.29 0.028
C -1.69 2.98 1.87 -0.384
H -2.56 3.63 1.92 0.057
H -0.83 3.56 1.52 0.007
H -1.46 2.62 2.88 -0.031
Te 0.96 1.56 2.58 1.350
C 2.83 2.44 3.17 -0.544
C 3.59 3.40 2.48 -0.130
C 4.77 3.89 3.07 -0.069
C 5.17 3.45 4.34 -0.071
C 4.40 2.50 5.03 -0.070
C 3.22 2.00 4.45 -0.173
H 3.26 3.75 1.49 0.087
H 5.39 4.63 2.54 0.115
H 6.08 3.84 4.80 0.115
H 4.71 2.14 6.01 0.112
H 2.60 1.26 4.96 0.082
```

Values from the calculation:
- charge = +1
- E_HOMO (alpha / beta) (eV) = -8.7442 / -11.0804
- spin multiplicity = 5

Density functional theory data (ωB97M-V/def2-TZVPD) for C30H50P2STi as an isolated structure.

XYZ file:
```
84
Properties=species:S:1:pos:R:3:lowdin_charge:R:1
Ti -0.58 0.08 -0.45 0.800
C -2.03 1.64 0.12 -0.284
C -2.52 0.75 -0.91 -0.301
C -2.18 -0.50 1.04 -0.288
C -1.88 0.87 1.33 -0.255
C -2.58 -0.59 -0.35 -0.304
C -1.96 3.12 0.06 -0.016
H -1.57 3.50 -0.90 0.082
H -1.32 3.51 0.86 0.063
H -2.96 3.56 0.20 0.114
C -1.79 1.40 2.71 -0.015
H -1.60 2.48 2.75 0.080
H -0.99 0.88 3.26 0.039
H -2.73 1.21 3.26 0.117
C -2.35 -1.55 2.07 -0.026
H -3.41 -1.65 2.35 0.114
H -1.80 -1.29 2.97 0.043
H -2.01 -2.53 1.73 0.077
C -3.14 -1.81 -0.98 -0.012
H -4.22 -1.71 -1.13 0.113
H -2.99 -2.67 -0.33 0.076
H -2.68 -2.01 -1.95 0.057
C -3.01 1.18 -2.24 -0.012
H -4.04 1.55 -2.17 0.117
H -3.01 0.35 -2.94 0.053
H -2.41 1.99 -2.65 0.077
C 1.22 0.34 -2.55 -0.155
C 0.17 1.19 -2.77 -0.152
C -0.32 1.41 -4.19 -0.149
C -1.23 0.30 -4.78 -0.170
C -1.29 -0.95 -3.95 -0.123
C -0.22 -1.75 -3.81 -0.110
C 1.09 -1.43 -4.46 -0.158
C 1.92 -0.33 -3.72 -0.167
H 0.55 1.52 -4.86 0.115
H -0.85 0.06 -5.78 0.124
H -0.87 2.36 -4.23 0.117
H 2.16 0.44 -4.47 0.120
H 1.80 0.33 -1.60 0.050
H 0.00 2.06 -2.10 0.085
H 2.88 -0.77 -3.40 0.110
H 1.70 -2.35 -4.52 0.122
H -0.28 -2.76 -3.41 0.082
H 0.91 -1.08 -5.50 0.120
H -2.23 0.71 -4.90 0.107
H -2.29 -1.32 -3.70 0.099
P 1.48 1.81 0.52 0.774
C 1.29 2.75 2.09 -0.245
H 2.14 3.44 2.17 0.061
H 1.28 2.08 2.95 0.020
H 0.37 3.34 2.07 0.025
C 3.22 1.24 0.71 -0.279
H 3.84 2.06 1.10 0.060
H 3.62 0.92 -0.26 0.038
H 3.27 0.39 1.41 -0.001
C 1.73 3.26 -0.57 -0.274
H 1.98 2.95 -1.59 0.035
H 2.54 3.89 -0.18 0.058
H 0.81 3.86 -0.60 0.038
P 0.59 -2.48 -0.29 0.822
C -0.35 -3.87 -1.08 -0.262
H 0.32 -4.73 -1.29 0.068
H -0.84 -3.56 -2.01 -0.002
H -1.14 -4.18 -0.39 0.048
C 2.22 -2.37 -1.14 -0.246
H 2.11 -2.08 -2.18 -0.006
H 2.78 -3.33 -1.07 0.071
H 2.82 -1.59 -0.63 0.049
C 1.12 -3.45 1.17 -0.329
H 1.42 -4.46 0.86 0.055
H 0.28 -3.53 1.86 0.030
H 1.96 -2.98 1.69 0.005
S 1.03 -0.68 2.53 0.618
C 1.20 -0.28 4.18 -0.715
C 2.42 0.30 4.63 -0.138
C 2.54 0.66 5.97 -0.097
C 1.49 0.44 6.87 -0.100
C 0.29 -0.12 6.42 -0.090
C 0.15 -0.51 5.09 -0.137
H 3.21 0.46 3.92 0.085
H 3.47 1.13 6.31 0.103
H 1.61 0.71 7.93 0.100
H -0.55 -0.26 7.11 0.101
H -0.76 -0.97 4.73 0.077
```

Values from the calculation:
- charge = +1
- E_HOMO (alpha / beta) (eV) = -8.6892 / -8.6888
- spin multiplicity = 2

Density functional theory data (ωB97M-V/def2-TZVPD) for C30H51AlF8N6OPSSb2 as an isolated structure.

XYZ file:
```
101
Properties=species:S:1:pos:R:3:lowdin_charge:R:1
Al -1.40 0.64 -0.50 -0.411
F -6.72 -0.14 -2.82 0.115
C -5.95 0.44 -1.90 -0.255
C -4.58 0.19 -1.91 0.008
C -3.91 0.83 -0.91 0.055
C -4.36 1.70 0.05 -0.070
C -5.75 1.88 -0.02 -0.194
F -6.37 2.69 0.86 0.097
C -6.55 1.27 -0.97 0.093
C -3.42 2.35 0.99 -0.147
C -3.82 3.31 1.93 0.034
C -2.87 3.88 2.76 -0.013
C -1.55 3.50 2.66 -0.028
C -1.23 2.54 1.71 -0.096
N -2.13 1.99 0.90 0.106
H -4.13 -0.47 -2.63 0.127
H -7.61 1.46 -0.98 0.148
H -4.85 3.60 2.00 0.117
H -3.18 4.63 3.48 0.126
H -0.78 3.92 3.29 0.119
H -0.21 2.20 1.58 0.097
C 4.04 1.13 2.12 -0.113
C 2.73 0.74 1.44 -0.500
C 2.22 -0.63 1.89 -0.128
Sb 2.93 0.87 -0.69 1.595
C 2.55 2.86 -1.44 -0.488
C 3.73 3.69 -0.91 -0.119
C 1.22 3.45 -1.02 -0.116
C 5.01 0.51 -1.05 -0.520
C 5.48 0.80 -2.47 -0.110
C 5.42 -0.89 -0.59 -0.116
H 3.88 1.18 3.20 0.096
H 4.41 2.11 1.81 0.071
H 4.83 0.40 1.94 0.073
H 1.97 1.49 1.64 0.074
H 2.92 -1.42 1.63 0.075
H 1.25 -0.86 1.46 0.050
H 2.13 -0.62 2.98 0.087
H 2.60 2.77 -2.52 0.087
H 3.70 3.78 0.18 0.080
H 3.63 4.71 -1.30 0.101
H 4.71 3.32 -1.20 0.063
H 1.14 3.53 0.06 0.075
H 0.37 2.90 -1.42 0.039
H 1.17 4.47 -1.43 0.104
H 5.46 1.24 -0.37 0.086
H 5.15 0.02 -3.16 0.059
H 6.57 0.80 -2.50 0.099
H 5.14 1.76 -2.85 0.073
H 5.10 -1.65 -1.31 0.057
H 5.02 -1.16 0.39 0.059
H 6.51 -0.96 -0.53 0.100
C -4.50 -2.04 3.23 -0.081
N -3.81 -1.73 1.98 -0.277
C -4.61 -2.01 0.79 -0.070
P -2.18 -1.65 1.81 0.595
O -1.82 -0.67 0.73 -0.149
N -1.55 -3.11 1.41 -0.291
C -2.05 -4.32 2.06 -0.081
C -0.67 -3.33 0.28 -0.079
N -1.58 -1.21 3.27 -0.287
C -2.03 0.04 3.89 -0.083
C -0.76 -2.05 4.13 -0.082
H -5.34 -1.35 3.37 0.097
H -3.83 -1.94 4.08 0.069
H -4.89 -3.06 3.21 0.091
H -5.46 -1.33 0.73 0.092
H -4.98 -3.04 0.81 0.097
H -4.01 -1.87 -0.11 0.074
H -2.63 -4.07 2.95 0.075
H -1.22 -4.95 2.37 0.094
H -2.69 -4.89 1.38 0.096
H -0.49 -2.40 -0.25 0.035
H -1.14 -4.03 -0.42 0.099
H 0.28 -3.75 0.61 0.088
H -2.65 0.60 3.20 0.074
H -1.17 0.65 4.16 0.090
H -2.61 -0.15 4.80 0.094
H -0.32 -2.86 3.56 0.074
H -1.34 -2.46 4.96 0.094
H 0.05 -1.45 4.55 0.084
F 0.30 0.79 -0.10 -0.226
Sb -0.95 0.40 -3.99 1.675
F -1.33 -0.58 -1.78 -0.287
F 0.02 -1.26 -4.08 -0.482
F -0.11 0.87 -5.65 -0.507
F 0.53 1.28 -3.13 -0.485
F -1.66 1.88 -1.68 -0.197
C 2.78 -0.01 -4.67 0.006
N 3.15 -1.29 -4.05 -0.085
C 3.86 -2.26 -4.72 0.005
C 3.96 -3.33 -3.89 -0.009
N 3.32 -2.97 -2.73 0.092
C 2.84 -1.72 -2.84 -0.644
S 1.79 -1.05 -1.62 0.790
H 3.63 0.36 -5.23 0.113
H 2.50 0.69 -3.89 0.053
H 1.92 -0.17 -5.31 0.082
H 4.21 -2.12 -5.73 0.148
H 4.42 -4.29 -4.03 0.139
H 3.22 -3.54 -1.91 0.169
```

Values from the calculation:
- charge = +2
- E_HOMO (alpha / beta) (eV) = -13.4306 / -13.4108
- spin multiplicity = 2
- relative energy (zero: lowest compared OMol25 entry of this formula, charge and spin) (kJ/mol) = 0.0

Density functional theory data (ωB97M-V/def2-TZVPD) for C30H51AsF2NReSi4 as an isolated structure.

XYZ file:
```
90
Properties=species:S:1:pos:R:3:lowdin_charge:R:1
Re -0.37 0.95 -0.52 1.195
C 1.67 4.08 0.15 -0.093
C 1.08 4.51 -1.10 -0.080
C 0.81 3.43 -1.85 -0.116
C 1.19 2.20 -1.11 -0.447
C 1.76 2.73 0.16 -0.142
H 2.01 4.74 0.93 0.110
H 0.89 5.54 -1.37 0.108
H 0.37 3.43 -2.84 0.085
H 1.87 1.53 -1.65 0.066
H 2.18 2.13 0.94 0.051
C 0.77 0.48 -3.88 -0.163
Si -1.09 0.44 -3.71 0.440
C -1.68 -1.19 -4.38 -0.147
C -1.76 1.90 -4.66 -0.149
N -1.56 0.51 -1.97 -0.210
C -2.91 0.18 -1.66 -0.286
C -3.99 0.28 -2.54 -0.028
C -5.27 -0.07 -2.12 -0.053
C -5.51 -0.52 -0.83 -0.058
C -4.46 -0.62 0.06 0.004
C -3.21 -0.26 -0.39 -0.258
F -2.13 -0.32 0.46 -0.104
H 0.98 0.21 -4.92 0.058
H 1.27 -0.26 -3.25 -0.007
H 1.21 1.46 -3.71 0.025
H -1.37 -1.28 -5.43 0.047
H -2.75 -1.34 -4.34 0.032
H -1.21 -2.02 -3.84 0.027
H -1.38 1.86 -5.68 0.048
H -1.42 2.83 -4.21 0.028
H -2.85 1.95 -4.72 0.027
H -3.84 0.62 -3.55 0.085
H -6.09 0.01 -2.83 0.116
H -6.51 -0.78 -0.52 0.114
H -4.59 -0.95 1.08 0.128
F -1.45 2.94 6.06 0.071
C -1.45 2.82 4.72 -0.288
C -0.74 3.73 3.97 0.002
C -0.75 3.60 2.59 -0.046
C -1.44 2.56 1.96 -0.288
C -1.46 2.45 0.46 -0.201
C -2.17 1.68 2.76 -0.049
C -2.18 1.80 4.14 -0.006
H -0.21 4.54 4.46 0.126
H -0.21 4.32 1.98 0.100
H -1.14 3.39 0.00 0.067
H -2.48 2.25 0.12 0.077
H -2.76 0.91 2.30 0.094
H -2.75 1.13 4.77 0.125
C 3.95 -2.86 0.11 -0.199
Si 2.80 -1.78 -0.89 0.316
C 3.80 -0.37 -1.60 -0.198
C 1.97 -2.80 -2.21 -0.207
As 1.07 -0.93 0.54 0.825
Si -0.26 -2.88 1.00 0.321
C -1.23 -2.54 2.56 -0.195
C -1.34 -3.23 -0.48 -0.183
C 0.85 -4.36 1.24 -0.201
Si 2.24 -0.46 2.60 0.320
C 2.60 -2.07 3.45 -0.199
C 1.12 0.60 3.64 -0.199
C 3.86 0.39 2.22 -0.195
H 4.71 -3.25 -0.57 0.050
H 3.44 -3.72 0.55 0.016
H 4.46 -2.32 0.90 0.019
H 4.72 -0.79 -2.02 0.049
H 4.09 0.36 -0.84 0.029
H 3.30 0.16 -2.41 0.011
H 2.67 -3.02 -3.02 0.050
H 1.11 -2.29 -2.65 -0.001
H 1.62 -3.75 -1.81 0.025
H -1.87 -1.67 2.46 0.011
H -0.59 -2.39 3.42 0.021
H -1.87 -3.41 2.78 0.047
H -2.23 -2.60 -0.54 0.016
H -1.68 -4.27 -0.41 0.050
H -0.79 -3.14 -1.41 0.012
H 1.63 -4.22 1.99 0.013
H 1.33 -4.65 0.30 0.022
H 0.22 -5.20 1.56 0.049
H 1.70 -2.63 3.72 0.020
H 3.12 -1.83 4.38 0.050
H 3.25 -2.72 2.86 0.019
H 0.20 0.07 3.88 0.030
H 0.84 1.53 3.15 0.013
H 1.63 0.84 4.57 0.056
H 4.47 -0.16 1.51 0.015
H 4.41 0.44 3.16 0.050
H 3.75 1.41 1.85 0.019
```

Values from the calculation:
- charge = +1
- E_HOMO (alpha / beta) (eV) = -10.6927 / -10.4588
- spin multiplicity = 2
- relative energy (zero: lowest compared OMol25 entry of this formula, charge and spin) (kJ/mol) = 0.0

Density functional theory data (ωB97M-V/def2-TZVPD) for C30H51Cl2N2OPPd as an isolated structure.

XYZ file:
```
88
Properties=species:S:1:pos:R:3:lowdin_charge:R:1
P -0.16 0.94 -1.80 1.241
C -1.81 0.26 -2.18 -0.447
C -2.28 1.05 -3.39 -0.228
C -3.73 0.66 -3.67 -0.185
C -3.88 -0.86 -3.82 -0.195
C -3.28 -1.67 -2.66 -0.183
C -1.83 -1.25 -2.39 -0.204
C 1.32 0.15 -2.46 -0.440
C 1.24 0.51 -3.92 -0.232
C 2.57 0.12 -4.58 -0.187
C 2.92 -1.36 -4.32 -0.195
C 2.84 -1.77 -2.84 -0.181
C 1.50 -1.36 -2.21 -0.189
C -0.07 2.74 -1.52 -0.421
C -1.19 3.24 -0.58 -0.232
C -1.18 4.78 -0.60 -0.195
C 0.19 5.36 -0.22 -0.204
C 1.36 4.72 -0.98 -0.194
C 1.30 3.18 -0.99 -0.235
H -2.41 0.47 -1.26 0.046
H -1.63 0.79 -4.25 0.111
H -2.19 2.13 -3.22 0.104
H -4.06 1.18 -4.58 0.113
H -4.34 1.01 -2.82 0.119
H -4.95 -1.10 -3.91 0.108
H -3.39 -1.17 -4.75 0.112
H -3.86 -1.51 -1.75 0.120
H -3.31 -2.74 -2.90 0.116
H -1.42 -1.75 -1.50 0.079
H -1.20 -1.51 -3.25 0.107
H 2.16 0.63 -1.93 0.093
H 3.35 0.76 -4.15 0.118
H 1.06 1.58 -4.06 0.110
H 0.41 -0.03 -4.40 0.112
H 2.50 0.33 -5.66 0.112
H 3.92 -1.56 -4.70 0.108
H 2.21 -1.98 -4.89 0.114
H 2.99 -2.86 -2.74 0.116
H 3.64 -1.27 -2.28 0.120
H 1.48 -1.56 -1.13 0.071
H 0.68 -1.94 -2.66 0.102
H -0.22 3.14 -2.54 0.119
H -2.18 2.88 -0.91 0.094
H -1.06 2.84 0.44 0.064
H -1.43 5.10 -1.61 0.110
H -1.96 5.16 0.08 0.114
H 0.35 5.22 0.86 0.115
H 0.19 6.44 -0.41 0.107
H 2.32 5.06 -0.57 0.114
H 1.31 5.04 -2.03 0.110
H 2.11 2.80 -1.62 0.102
H 1.49 2.76 0.02 0.028
Pd 0.06 -0.53 1.81 0.736
Cl 2.19 0.59 1.01 -0.074
Cl -2.21 0.57 1.23 -0.035
C -0.57 -1.97 0.79 -0.296
H -1.66 -2.06 0.53 0.015
C 0.24 -3.17 0.91 -0.359
C 1.64 -3.02 1.02 -0.115
C 2.43 -4.18 1.03 -0.107
C 1.85 -5.43 0.97 -0.118
C 0.44 -5.56 0.88 -0.097
C -0.37 -4.45 0.84 -0.065
H 2.08 -2.01 1.08 0.019
H 3.52 -4.06 1.10 0.107
H -0.03 -6.55 0.84 0.092
H -1.47 -4.49 0.78 0.108
H 2.45 -6.32 0.99 0.085
C 2.42 -0.25 4.40 -0.043
N 1.30 -0.13 5.33 -0.105
C 1.61 -0.11 6.76 -0.037
C 0.05 -0.09 4.89 -0.444
O -0.07 -0.13 3.64 -0.243
N -1.17 0.04 5.46 -0.120
C -1.47 0.10 6.86 -0.057
C -2.34 0.06 4.58 -0.064
H 3.34 -0.25 5.00 0.085
H 2.44 0.58 3.69 0.034
H 2.36 -1.18 3.82 0.086
H 1.27 0.82 7.20 0.087
H 1.17 -0.97 7.25 0.088
H 2.72 -0.17 6.83 0.096
H -2.01 1.03 7.05 0.100
H -2.14 -0.74 7.10 0.100
H -0.56 0.05 7.45 0.049
H -2.30 0.91 3.88 0.042
H -2.41 -0.85 3.97 0.088
H -3.21 0.15 5.22 0.083
```

Values from the calculation:
- E_HOMO (alpha / beta) (eV) = -5.6045 / -7.7493
- spin multiplicity = 5
- relative energy (zero: lowest compared OMol25 entry of this formula, charge and spin) (kJ/mol) = 101.3